This record from the Open Molecules 2025 dataset describes C50H45AuBrCl2F4GeNO3PS as an isolated structure. The level of theory is ωB97M-V/def2-TZVPD.

Cartesian coordinates (Å):
1 Au 0.607 0.919 -0.086
2 F 5.858 -3.968 -3.036
3 C 5.224 -2.928 -2.520
4 C 5.692 -1.641 -2.745
5 F 6.781 -1.451 -3.477
6 C 5.025 -0.557 -2.194
7 F 5.545 0.657 -2.388
8 C 3.872 -0.710 -1.428
9 P 2.933 0.730 -0.757
10 C 4.052 1.191 0.604
11 C 5.212 1.932 0.380
12 C 6.037 2.244 1.446
13 C 5.715 1.823 2.729
14 C 4.564 1.086 2.949
15 C 3.727 0.770 1.890
16 C 3.119 2.084 -1.942
17 C 2.939 3.353 -1.385
18 C 2.916 4.472 -2.196
19 C 3.034 4.330 -3.571
20 C 3.185 3.070 -4.129
21 C 3.225 1.944 -3.321
22 C 3.430 -2.018 -1.194
23 Br 1.920 -2.373 -0.130
24 C 4.095 -3.107 -1.734
25 F 3.649 -4.336 -1.499
26 H 5.466 2.275 -0.613
27 H 6.935 2.820 1.273
28 H 6.363 2.072 3.557
29 H 4.312 0.765 3.950
30 H 2.813 0.215 2.047
31 H 2.813 3.447 -0.313
32 H 2.800 5.454 -1.759
33 H 3.000 5.204 -4.206
34 H 3.270 2.959 -5.200
35 H 3.343 0.967 -3.769
36 O 0.973 -0.359 1.851
37 S 0.323 -1.025 3.027
38 C -0.325 0.362 4.076
39 C 0.654 1.481 4.161
40 C 1.520 1.605 5.245
41 C 2.459 2.624 5.283
42 C 2.548 3.529 4.236
43 C 1.683 3.420 3.159
44 C 0.744 2.403 3.120
45 C 1.812 -1.469 4.085
46 C 2.574 -2.514 3.351
47 C 3.854 -2.266 2.864
48 C 4.551 -3.250 2.181
49 C 3.970 -4.489 1.961
50 C 2.684 -4.739 2.422
51 C 1.992 -3.760 3.112
52 H -0.552 -0.085 5.042
53 H -1.242 0.655 3.570
54 H 1.448 0.918 6.078
55 H 3.116 2.715 6.137
56 H 3.282 4.322 4.266
57 H 1.732 4.140 2.353
58 H 0.061 2.327 2.282
59 H 1.346 -1.851 4.994
60 H 2.397 -0.575 4.286
61 H 4.319 -1.306 3.037
62 H 5.554 -3.049 1.830
63 H 4.515 -5.258 1.433
64 H 2.224 -5.700 2.243
65 H 0.990 -3.956 3.472
66 Cl -3.860 -3.773 -4.263
67 C -2.254 -3.326 -4.713
68 C -1.776 -3.736 -5.946
69 C -0.529 -3.331 -6.384
70 C 0.218 -2.453 -5.621
71 C -0.267 -2.043 -4.394
72 Cl 0.645 -0.890 -3.481
73 C -1.475 -2.514 -3.863
74 N -1.903 -2.139 -2.590
75 C -2.460 -3.015 -1.660
76 C -2.312 -4.398 -1.830
77 C -2.893 -5.289 -0.957
78 C -3.636 -4.823 0.121
79 C -3.751 -3.465 0.327
80 C -3.179 -2.535 -0.542
81 C -3.361 -1.089 -0.234
82 C -2.175 -0.532 0.671
83 O -1.962 -1.168 1.691
84 O -1.617 0.527 0.267
85 H -2.399 -4.364 -6.566
86 H -0.149 -3.681 -7.332
87 H 1.174 -2.091 -5.969
88 H -1.609 -1.231 -2.264
89 H -1.705 -4.768 -2.643
90 H -2.762 -6.351 -1.105
91 H -4.120 -5.522 0.787
92 H -4.318 -3.098 1.172
93 H -4.247 -0.939 0.381
94 H -3.417 -0.454 -1.118
95 C -0.380 5.022 -0.429
96 Ge -1.443 3.518 -1.146
97 C -2.194 4.011 -2.923
98 C -2.936 3.181 0.099
99 C -0.241 2.039 -1.670
100 H -1.035 5.874 -0.260
101 H 0.392 5.321 -1.135
102 H 0.091 4.777 0.523
103 H -2.768 4.932 -2.852
104 H -2.851 3.228 -3.298
105 H -1.394 4.160 -3.646
106 H -3.508 4.101 0.207
107 H -2.577 2.882 1.081
108 H -3.598 2.404 -0.273
109 H 0.569 2.422 -2.287
110 H -0.790 1.308 -2.258

Atomic forces in eV per Å
Au -1.7 -1.8 0.5
F -0.1 0.1 0.0
C -0.1 0.1 0.1
C 0.0 0.0 0.0
F 0.0 0.0 0.1
C 0.0 0.2 0.2
F 0.1 -0.1 -0.1
C -1.1 -0.5 -0.2
P 0.8 1.1 -0.1
C -0.5 0.0 0.4
C 0.0 0.0 -0.1
C 0.0 0.0 -0.1
C 0.0 -0.1 0.1
C 0.1 0.1 0.0
C 0.0 0.2 -0.2
C -0.3 0.2 0.0
C 0.1 -0.1 0.0
C 0.0 0.0 0.0
C 0.0 0.0 0.0
C 0.0 0.0 -0.1
C 0.0 -0.1 0.2
C -0.2 -0.1 0.0
Br 0.2 0.0 -0.4
C -0.1 0.1 0.1
F 0.2 0.0 -0.1
H 0.0 0.0 0.0
H 0.0 0.0 0.0
H 0.0 0.0 0.0
H 0.0 0.0 0.0
H 0.1 0.1 0.1
H 0.0 0.1 0.0
H 0.0 0.0 0.0
H 0.0 0.0 -0.1
H 0.0 0.0 -0.1
H 0.0 -0.1 0.0
O 0.2 0.7 -1.2
S 0.3 -0.2 1.6
C 0.2 -0.3 -0.4
C 0.1 0.1 0.0
C -0.1 0.1 0.0
C 0.0 0.0 0.0
C 0.0 0.0 0.0
C 0.0 0.1 0.0
C 0.0 0.0 0.0
C -1.0 0.3 -0.5
C 0.2 -0.4 -0.2
C -0.1 0.0 0.2
C 0.0 0.0 0.0
C 0.0 0.0 0.0
C 0.0 -0.1 0.0
C 0.1 0.1 0.1
H -0.1 0.0 0.0
H -0.1 -0.1 0.0
H 0.0 -0.1 0.0
H 0.0 0.0 0.0
H 0.0 0.0 0.0
H 0.0 0.0 0.0
H -0.1 0.0 0.0
H 0.1 0.0 0.2
H 0.0 0.0 0.0
H 0.0 -0.2 0.0
H 0.1 0.0 0.0
H 0.0 -0.1 0.0
H 0.0 0.0 0.0
H -0.1 -0.1 0.0
Cl -0.1 0.1 -0.3
C 0.2 0.2 0.0
C 0.0 -0.1 0.1
C 0.0 0.0 -0.1
C 0.0 0.1 0.0
C -0.3 -0.4 -0.1
Cl 0.3 0.3 0.3
C -0.2 0.1 0.1
N 0.1 0.4 -0.4
C -0.4 -0.5 0.8
C 0.3 0.4 0.2
C -0.1 0.0 0.3
C 0.1 -0.3 -0.1
C 0.1 0.1 -0.2
C 0.1 -0.5 -0.3
C 1.0 1.1 0.3
C -1.6 -2.4 0.2
O 0.5 0.4 0.2
O 2.2 2.1 -1.4
H 0.0 -0.1 0.0
H 0.0 0.0 -0.1
H 0.0 0.0 0.0
H 0.0 -0.1 0.0
H 0.0 0.0 -0.1
H 0.0 -0.1 -0.1
H 0.0 0.0 0.1
H 0.0 0.0 0.1
H -0.1 0.0 -0.1
H -0.2 -0.1 -0.1
C -0.1 -0.3 -0.2
Ge -0.7 0.8 0.4
C 0.4 -0.3 0.3
C 0.4 -0.1 -0.2
C 0.7 -0.3 0.1
H -0.1 0.0 0.0
H 0.1 0.0 0.0
H 0.0 -0.1 0.1
H 0.0 0.1 0.1
H 0.0 -0.1 0.0
H 0.0 0.0 -0.1
H 0.0 0.1 -0.1
H 0.0 0.0 0.0
H 0.0 -0.1 0.0
H 0.2 0.0 0.0
H 0.0 -0.3 0.2

Results
E_HOMO ... -9.5 eV
Strongest force on any atom ... 3.3 eV/Å
Total charge ... +1
Relative energy (zero: lowest compared OMol25 entry of this formula, charge and spin) ... 2.1525 eV
Electronic energy ... -246495.5741 eV
Kohn-Sham gap ... 4.48 eV
Lowest unoccupied orbital energy ... -5.07 eV